This record from OMol25 describes a structure of composition C30H73InO11P in a non-equilibrium geometry. The level of theory is the ωB97M-V functional and the def2-TZVPD basis.

Geometry as XYZ:
```
116
Properties=species:S:1:pos:R:3:forces:R:3
C 4.560567 -1.630091 -1.202081 0.06 0.25 0.14
C 3.634708 -0.910545 -2.175284 0.29 -0.78 -0.15
C 3.024044 -1.898500 -3.185916 -0.39 0.52 -0.06
In 1.013999 -1.301678 -3.968314 0.10 0.44 -0.24
C -0.657489 -1.868474 -2.593719 0.52 -0.30 -0.27
C -0.568472 -3.286843 -2.007584 -0.38 0.45 0.09
C 0.153564 -3.272914 -0.660226 -0.30 -0.20 -0.27
C -0.787116 -2.789975 0.444319 0.07 0.26 -0.45
C 0.709519 -4.642944 -0.333034 0.17 0.34 0.06
C 0.858712 0.931024 -4.268507 0.10 -0.98 0.86
C 0.892353 1.633729 -2.896229 -0.19 0.26 -0.92
C -0.354248 2.444344 -2.567035 0.04 0.19 1.16
C -0.022629 3.436370 -1.414695 -0.10 -0.83 -0.48
C -1.504214 1.565320 -2.100638 -0.39 0.33 -0.46
C 0.829954 -2.266139 -6.035642 0.03 -0.21 1.20
P -0.463198 -3.433434 -6.184109 0.60 0.39 -1.67
O -0.608964 -4.018233 -7.518265 -0.49 -0.35 -0.79
O -1.841917 -2.720093 -5.741043 0.06 -0.78 1.15
O -0.190598 -4.619923 -5.124560 0.43 0.43 0.76
H 5.433508 -2.008260 -1.724377 0.18 -0.20 -0.17
H 4.046142 -2.476153 -0.756258 -0.06 -0.15 0.20
H 4.920457 -0.980275 -0.403454 -0.02 0.06 0.16
H 4.250820 -0.209363 -2.729704 -0.15 0.52 -0.05
H 2.885428 -0.363324 -1.611508 -0.15 0.19 0.06
H 3.014447 -2.896483 -2.753629 -0.12 -0.27 0.11
H 3.682346 -1.947518 -4.049071 0.16 -0.15 -0.24
H -0.595748 -1.181802 -1.757678 -0.06 0.36 0.16
H -1.609583 -1.653175 -3.075728 -0.19 -0.06 -0.10
H -1.577326 -3.673473 -1.832439 -0.14 -0.28 0.04
H -0.092527 -3.999346 -2.676218 0.14 -0.09 -0.09
H 0.964789 -2.552210 -0.743684 0.32 0.04 -0.05
H -1.531647 -2.140008 -0.006847 -0.19 0.20 0.09
H -0.254951 -2.204886 1.187636 0.02 -0.08 0.34
H -1.307944 -3.624244 0.905694 -0.05 -0.13 0.19
H -0.091506 -5.375663 -0.297178 -0.17 -0.17 0.13
H 1.412298 -4.962749 -1.093025 0.27 -0.10 -0.13
H 1.216055 -4.593794 0.625719 0.14 -0.30 0.24
H -0.099654 1.089568 -4.748742 -0.19 0.18 -0.30
H 1.662114 1.299714 -4.892081 0.06 0.11 -0.34
H 1.734161 2.322630 -2.882358 0.29 0.08 0.12
H 1.040515 0.937432 -2.071706 0.08 -0.09 0.28
H -0.704926 2.997555 -3.430678 0.12 0.13 -0.38
H 0.083527 4.455224 -1.766628 0.11 0.25 0.07
H 0.897820 3.090145 -0.957899 0.28 0.26 0.23
H -0.782193 3.366376 -0.646339 -0.26 0.35 0.22
H -2.351919 2.210508 -1.873311 -0.21 0.04 0.15
H -1.258967 1.007750 -1.201973 0.15 -0.18 0.11
H -1.844296 0.890651 -2.878240 0.08 -0.37 -0.09
H 0.743260 -1.490239 -6.781565 -0.30 0.22 -0.18
H 1.741891 -2.810887 -6.256270 0.30 -0.14 -0.06
H -2.015572 -3.001246 -4.821114 -0.12 0.54 -0.34
H 0.642864 -4.412800 -4.663162 -0.46 -0.21 0.00
C -0.323918 3.035313 2.726796 0.01 -0.08 -0.11
O 0.031717 4.222060 2.042078 -0.09 0.03 0.23
C -1.034750 5.152538 1.954756 0.29 0.01 -0.21
C -0.884339 6.259817 2.973822 -0.29 0.03 0.11
O -1.010415 5.776821 4.304794 0.11 -0.04 -0.03
C 0.233821 5.601027 4.955946 -0.05 0.01 0.01
H 0.591611 2.489500 2.949366 0.02 0.01 -0.06
H -0.844637 3.249570 3.664510 -0.01 0.01 0.00
H -0.960029 2.408251 2.092119 -0.02 -0.03 0.06
H -1.999738 4.650322 2.073398 -0.01 0.00 0.05
H -1.003718 5.587012 0.950542 -0.04 0.01 0.01
H -1.683179 6.992602 2.820610 0.02 0.01 -0.02
H 0.073773 6.770508 2.838690 0.03 -0.03 -0.01
H 0.662337 6.570719 5.233979 0.06 -0.02 -0.02
H 0.944352 5.057194 4.329333 0.01 0.01 -0.01
H 0.053473 5.025838 5.863454 -0.04 0.03 0.01
C -1.630374 -1.498146 6.448418 0.02 0.00 -0.07
O -1.296454 -0.303596 5.765961 -0.04 0.00 0.16
C -2.370180 0.620918 5.686543 0.25 0.01 -0.20
C -2.229095 1.729624 6.705459 -0.28 0.02 0.12
O -2.348210 1.245168 8.035896 0.12 -0.06 -0.04
C -1.101122 1.085917 8.685941 -0.05 0.02 0.02
H -0.703212 -2.031080 6.653344 0.02 0.01 -0.05
H -2.138466 -1.294950 7.394347 -0.02 0.01 0.00
H -2.268082 -2.131260 5.822231 -0.03 -0.02 0.05
H -3.330064 0.109393 5.804863 -0.02 0.01 0.05
H -2.343746 1.059514 4.683918 -0.04 0.02 0.01
H -3.034486 2.454469 6.551966 0.03 0.02 -0.03
H -1.276174 2.250129 6.568939 0.03 -0.02 -0.02
H -0.685554 2.061326 8.963313 0.06 -0.02 -0.02
H -0.383540 0.552061 8.058615 0.01 0.01 -0.01
H -1.272772 0.508459 9.593321 -0.04 0.03 0.01
C 6.246112 -1.100968 5.504434 0.04 0.03 0.00
O 7.174547 -0.478004 4.636457 -0.11 -0.06 -0.01
C 7.354050 -1.178381 3.412913 0.19 0.19 0.07
C 6.575388 -0.547912 2.280007 -0.16 -0.22 -0.17
O 5.176838 -0.653557 2.481968 0.06 0.09 0.19
C 4.586126 0.544324 2.952356 -0.05 -0.03 -0.08
H 6.005668 -0.391611 6.295202 0.05 0.01 0.00
H 5.325888 -1.373584 4.982984 0.00 -0.01 -0.01
H 6.685573 -1.997222 5.957117 -0.06 -0.03 -0.01
H 7.070968 -2.229094 3.526227 -0.04 -0.01 -0.01
H 8.421424 -1.139898 3.172701 -0.01 -0.02 -0.02
H 6.808906 -1.081902 1.353213 0.03 0.02 0.00
H 6.869725 0.498033 2.149561 0.02 0.02 0.04
H 4.522007 1.281962 2.145182 0.01 0.04 0.04
H 5.145089 0.969771 3.789917 0.02 0.01 0.00
H 3.577637 0.305064 3.286509 -0.01 -0.03 -0.05
C -5.566120 -1.460976 -3.729826 0.10 0.02 -0.01
O -4.736306 -0.858269 -4.701296 -0.18 -0.03 0.00
C -4.754963 -1.528740 -5.957666 0.15 0.27 0.03
C -5.639181 -0.814710 -6.952966 -0.18 -0.23 -0.06
O -7.013336 -0.843545 -6.573390 0.04 0.10 0.07
C -7.450154 0.362994 -5.981698 -0.02 -0.06 -0.03
H -5.660442 -0.764665 -2.896950 0.06 0.00 0.00
H -6.562538 -1.677522 -4.124862 -0.01 -0.02 0.00
H -5.114404 -2.389089 -3.360574 -0.06 -0.03 0.01
H -5.075159 -2.567770 -5.835520 -0.03 -0.01 -0.01
H -3.732577 -1.536233 -6.333259 0.01 -0.06 -0.03
H -5.561754 -1.322894 -7.918476 0.03 0.01 0.00
H -5.301698 0.217566 -7.085397 0.01 0.02 0.03
H -7.563786 1.145699 -6.741290 0.03 0.05 0.04
H -6.758656 0.707843 -5.209045 0.01 0.02 -0.01
H -8.421960 0.175596 -5.525425 -0.01 -0.02 -0.04
```
Positions in Å, forces in eV/Å.

Values from the calculation:
Total charge: -1
E_LUMO, eV: 1.896
E_HOMO, eV: -4.66